# 1
DFT (ωB97M-V with the def2-TZVPD basis set) results for C20H43AlN2P3S2 as an isolated structure at a distorted geometry.

The geometry in XYZ format:
```
71
Properties=species:S:1:pos:R:3:lowdin_charge:R:1
Al -0.37 0.30 -0.75 -0.076
P 1.61 -0.82 0.26 0.777
P -1.04 1.25 1.47 0.773
P 0.45 -0.06 -2.99 0.756
H -2.33 2.81 -0.95 0.096
C -1.56 2.91 -1.79 -0.194
C -0.27 2.68 -1.47 -0.356
H 0.14 2.90 -0.41 0.073
C 3.12 0.18 0.25 -0.209
C 1.56 -1.39 2.02 -0.217
C 2.07 -2.36 -0.57 -0.227
C -2.58 2.20 1.45 -0.226
C -1.43 -0.01 2.76 -0.211
C 0.13 2.38 2.28 -0.210
C -0.42 0.86 -4.32 -0.211
C 0.27 -1.76 -3.64 -0.227
C 2.21 0.33 -3.35 -0.215
H -1.95 2.33 -2.69 0.117
H 0.51 2.53 -2.25 0.054
H 3.94 -0.39 0.70 0.086
H 2.97 1.11 0.82 0.054
H 3.40 0.45 -0.78 0.040
H 2.47 -1.98 2.21 0.080
H 0.68 -2.02 2.20 0.049
H 1.54 -0.53 2.71 0.054
H 2.82 -2.87 0.04 0.078
H 2.50 -2.17 -1.55 0.040
H 1.20 -3.02 -0.69 0.025
H -3.05 2.12 2.44 0.072
H -3.27 1.78 0.71 0.055
H -2.40 3.25 1.24 0.048
H -0.55 -0.16 3.40 0.050
H -1.73 -0.97 2.29 0.020
H -2.27 0.38 3.36 0.068
H -0.05 2.36 3.36 0.081
H -0.03 3.40 1.91 0.039
H 1.16 2.08 2.08 0.038
H -0.03 0.51 -5.30 0.084
H -0.27 1.94 -4.22 0.055
H -1.50 0.63 -4.27 0.068
H 0.50 -1.75 -4.71 0.077
H -0.76 -2.11 -3.49 0.041
H 0.97 -2.44 -3.13 0.037
H 2.33 0.44 -4.44 0.080
H 2.86 -0.48 -2.99 0.049
H 2.49 1.27 -2.86 0.055
C 0.00 5.64 -0.56 -0.545
C 1.32 5.85 -0.01 -0.078
C 1.50 6.26 1.30 -0.068
C 0.40 6.49 2.14 -0.044
C -0.90 6.27 1.65 -0.081
C -1.11 5.85 0.35 -0.123
S -0.48 5.11 -2.12 0.974
H -1.62 4.41 -2.23 -0.084
H 2.13 5.66 -0.70 0.110
H 2.52 6.45 1.65 0.124
H 0.56 6.82 3.17 0.119
H -1.75 6.44 2.32 0.123
H -2.08 5.72 -0.05 0.092
S -2.20 -1.08 -1.00 0.752
C -1.86 -2.63 -0.19 -0.661
N -1.07 -3.60 -0.65 0.037
C -1.17 -4.84 0.12 -0.086
C -2.08 -4.41 1.27 -0.083
N -2.39 -3.00 0.97 0.061
H -0.74 -3.60 -1.61 0.143
H -0.17 -5.13 0.47 0.138
H -1.65 -5.64 -0.47 0.150
H -1.58 -4.46 2.24 0.134
H -2.98 -5.02 1.32 0.145
H -3.11 -2.49 1.46 0.162
```

LUMO (alpha / beta): -9.46 / -9.46 eV
HOMO-LUMO gap (alpha / beta): 5.7 / 5.7 eV
Net charge: +3
Molar mass: 495.62 g mol⁻¹

***

# 2
DFT (ωB97M-V with the def2-TZVPD basis set) results for one molecule with the formula C4H4N2 at a distorted geometry.

The geometry in XYZ format:
```
10
Properties=species:S:1:pos:R:3:lowdin_charge:R:1
N -1.21 -0.89 -0.53 0.065
C -0.28 0.06 -0.05 -0.357
C 1.11 -0.19 0.05 -0.107
C 2.29 -0.45 0.01 0.124
C -0.79 1.31 0.36 -0.300
N -1.19 2.44 0.55 0.184
H -1.22 -0.86 -1.55 0.093
H -0.99 -1.83 -0.24 0.086
H -1.07 1.11 1.45 0.186
H 3.33 -0.65 -0.09 0.026
```

LUMO (alpha / beta): -0.62 / 0.06 eV
HOMO-LUMO gap (alpha / beta): 7.6 / 8.1 eV
Net charge: 0
Molar mass: 80.09 g mol⁻¹

***

In kJ/mol, the relative energy (zero: lowest compared OMol25 entry of this formula, charge and spin) values for the records above are, in order, 120.8 578.2.